The following is a DFT calculation (ωB97M-V/def2-TZVPD) of a cluster of 5 separate species, C64H145OP4 in total at a distorted geometry.

Properties
- HOMO level: -13.36 eV
- Energy: -3965.37757 Ha
- ΔE to the lowest compared entry with this formula, charge and spin: 1.9 kcal/mol
- Kohn-Sham gap: 8.29 eV
- LUMO energy: -5.07 eV
- Net charge: +3

Bonds (Å) are listed after each position.
Positions of all 214 atoms, in Å:
1 O -0.18 -2.00 0.57  H2 0.961
2 H 0.24 -1.17 0.33  O1 0.961
3 C -0.41 0.11 -3.23  C4 1.536, H20 1.094, H21 1.090, H22 1.093
4 C -1.74 0.70 -3.72  C3 1.536, C5 1.572, H23 1.086, H24 1.089
5 C -1.60 2.23 -4.03  C4 1.572, C6 1.535, H25 1.089, H26 1.090
6 C -2.82 2.79 -4.78  C5 1.535, P7 1.823, H27 1.098, H28 1.089
7 P -2.67 4.41 -5.60  C6 1.823, C8 1.827, C12 1.812, C16 1.803
8 C -4.35 5.11 -5.82  P7 1.827, C9 1.524, H29 1.095, H30 1.094
9 C -5.46 4.17 -6.26  C8 1.524, C10 1.537, H31 1.092, H32 1.098
10 C -5.41 3.62 -7.70  C9 1.537, C11 1.549, H33 1.095, H34 1.093
11 C -4.96 2.16 -7.91  C10 1.549, H35 1.082, H36 1.093, H37 1.093
12 C -1.87 4.14 -7.20  P7 1.812, C13 1.521, H38 1.092, H39 1.096
13 C -0.73 3.14 -7.26  C12 1.521, C14 1.535, H40 1.093, H41 1.095
14 C -0.03 3.16 -8.63  C13 1.535, C15 1.538, H42 1.097, H43 1.092
15 C 0.57 4.52 -8.99  C14 1.538, H44 1.089, H45 1.088, H46 1.101
16 C -1.59 5.48 -4.63  P7 1.803, C17 1.538, H47 1.094, H48 1.094
17 C -2.19 5.95 -3.30  C16 1.538, C18 1.534, H49 1.094, H50 1.091
18 C -1.20 6.81 -2.51  C17 1.534, C19 1.541, H51 1.089, H52 1.094
19 C 0.09 6.10 -2.03  C18 1.541, H53 1.096, H54 1.088, H55 1.087
20 H -0.46 -0.09 -2.16  C3 1.094
21 H 0.50 0.68 -3.45  C3 1.090
22 H -0.23 -0.90 -3.61  C3 1.093
23 H -2.45 0.62 -2.91  C4 1.086
24 H -2.07 0.23 -4.65  C4 1.089
25 H -0.70 2.36 -4.64  C5 1.089
26 H -1.44 2.64 -3.03  C5 1.090
27 H -3.57 3.08 -4.04  C6 1.098
28 H -3.21 2.11 -5.53  C6 1.089
29 H -4.22 5.95 -6.50  C8 1.095
30 H -4.58 5.57 -4.85  C8 1.094
31 H -6.42 4.64 -6.05  C9 1.092
32 H -5.57 3.34 -5.54  C9 1.098
33 H -4.90 4.30 -8.39  C10 1.095
34 H -6.44 3.76 -8.05  C10 1.093
35 H -5.52 1.71 -8.72  C11 1.082
36 H -5.06 1.69 -6.92  C11 1.093
37 H -3.88 2.11 -8.08  C11 1.093
38 H -1.66 5.12 -7.62  C12 1.092
39 H -2.64 3.68 -7.84  C12 1.096
40 H -1.01 2.09 -7.11  C13 1.093
41 H 0.05 3.32 -6.51  C13 1.095
42 H -0.74 2.81 -9.39  C14 1.097
43 H 0.75 2.42 -8.81  C14 1.092
44 H -0.09 5.23 -9.48  C15 1.089
45 H 1.55 4.47 -9.46  C15 1.088
46 H 0.85 5.05 -8.07  C15 1.101
47 H -1.29 6.38 -5.18  C16 1.094
48 H -0.64 4.96 -4.46  C16 1.094
49 H -2.52 5.10 -2.70  C17 1.094
50 H -3.02 6.63 -3.49  C17 1.091
51 H -1.69 7.25 -1.65  C18 1.089
52 H -0.90 7.62 -3.17  C18 1.094
53 H 0.10 5.09 -2.44  C19 1.096
54 H 0.09 6.02 -0.94  C19 1.088
55 H 1.01 6.56 -2.37  C19 1.087
56 C 1.13 -4.98 6.16  C57 1.555, H73 1.088, H74 1.095, H75 1.088
57 C 1.11 -3.74 5.22  C56 1.555, C58 1.517, H76 1.096, H77 1.095
58 C -0.28 -3.23 4.87  C57 1.517, C59 1.517, H78 1.096, H79 1.094
59 C -0.18 -2.24 3.73  C58 1.517, P60 1.874, H80 1.093, H81 1.091
60 P -1.83 -1.57 3.14  C59 1.874, C61 1.837, C65 1.809, C69 1.848
61 C -2.90 -1.25 4.61  P60 1.837, C62 1.535, H82 1.091, H83 1.091
62 C -4.38 -1.03 4.27  C61 1.535, C63 1.505, H84 1.092, H85 1.098
63 C -5.19 -0.56 5.45  C62 1.505, C64 1.532, H86 1.098, H87 1.097
64 C -6.53 0.08 5.09  C63 1.532, H88 1.092, H89 1.086, H90 1.097
65 C -1.65 -0.02 2.23  P60 1.809, C66 1.530, H91 1.089, H92 1.096
66 C -2.69 0.28 1.15  C65 1.530, C67 1.532, H93 1.098, H94 1.095
67 C -2.31 1.45 0.24  C66 1.532, C68 1.533, H95 1.095, H96 1.095
68 C -3.43 1.92 -0.69  C67 1.533, H97 1.091, H98 1.092, H99 1.090
69 C -2.75 -2.86 2.19  P60 1.848, C70 1.531, H100 1.093, H101 1.095
70 C -3.06 -4.19 2.89  C69 1.531, C71 1.541, H102 1.093, H103 1.088
71 C -4.12 -4.93 2.06  C70 1.541, C72 1.532, H104 1.096, H105 1.090
72 C -4.29 -6.39 2.49  C71 1.532, H106 1.093, H107 1.091, H108 1.087
73 H 1.10 -5.89 5.56  C56 1.088
74 H 0.25 -4.89 6.80  C56 1.095
75 H 1.95 -5.00 6.87  C56 1.088
76 H 1.63 -4.03 4.30  C57 1.096
77 H 1.83 -3.06 5.68  C57 1.095
78 H -0.72 -2.83 5.79  C58 1.096
79 H -0.88 -4.13 4.72  C58 1.094
80 H 0.27 -2.73 2.86  C59 1.093
81 H 0.47 -1.38 3.92  C59 1.091
82 H -2.60 -0.31 5.08  C61 1.091
83 H -2.76 -2.15 5.21  C61 1.091
84 H -4.83 -1.91 3.79  C62 1.092
85 H -4.45 -0.19 3.57  C62 1.098
86 H -4.59 0.17 6.02  C63 1.098
87 H -5.34 -1.30 6.25  C63 1.097
88 H -7.08 0.43 5.97  C64 1.092
89 H -7.20 -0.50 4.46  C64 1.086
90 H -6.27 1.05 4.66  C64 1.097
91 H -0.63 -0.02 1.84  C65 1.089
92 H -1.69 0.81 2.94  C65 1.096
93 H -3.65 0.48 1.66  C66 1.098
94 H -3.06 -0.54 0.52  C66 1.095
95 H -1.43 1.20 -0.36  C67 1.095
96 H -1.97 2.27 0.88  C67 1.095
97 H -3.04 2.71 -1.34  C68 1.091
98 H -4.25 2.34 -0.10  C68 1.092
99 H -3.89 1.15 -1.31  C68 1.090
100 H -2.16 -2.97 1.28  C69 1.093
101 H -3.60 -2.23 1.93  C69 1.095
102 H -3.53 -3.97 3.85  C70 1.093
103 H -2.14 -4.77 2.99  C70 1.088
104 H -3.83 -4.98 1.00  C71 1.096
105 H -5.08 -4.40 2.12  C71 1.090
106 H -4.66 -6.39 3.52  C72 1.093
107 H -3.34 -6.92 2.57  C72 1.091
108 H -4.97 -6.85 1.78  C72 1.087
109 C -0.11 -7.29 2.41  C110 1.522, H126 1.086, H127 1.096, H128 1.093
110 C 0.70 -6.00 2.46  C109 1.522, C111 1.535, H129 1.094, H130 1.098
111 C 1.11 -5.47 1.08  C110 1.535, C112 1.516, H131 1.094, H132 1.092
112 C -0.05 -5.12 0.16  C111 1.516, P113 1.820, H133 1.095, H134 1.091
113 P 0.40 -4.35 -1.42  C112 1.820, C114 1.796, C118 1.816, C122 1.844
114 C -0.93 -3.35 -2.11  P113 1.796, C115 1.534, H135 1.093, H136 1.096
115 C -2.36 -3.83 -1.82  C114 1.534, C116 1.534, H137 1.096, H138 1.094
116 C -3.37 -3.16 -2.76  C115 1.534, C117 1.514, H139 1.095, H140 1.095
117 C -4.82 -3.48 -2.45  C116 1.514, H141 1.088, H142 1.091, H143 1.093
118 C 1.96 -3.43 -1.35  P113 1.816, C119 1.538, H144 1.095, H145 1.091
119 C 2.62 -2.91 -2.64  C118 1.538, C120 1.510, H146 1.099, H147 1.095
120 C 3.85 -2.06 -2.41  C119 1.510, C121 1.537, H148 1.094, H149 1.095
121 C 4.53 -1.69 -3.73  C120 1.537, H150 1.094, H151 1.088, H152 1.092
122 C 0.66 -5.67 -2.68  P113 1.844, C123 1.545, H153 1.094, H154 1.091
123 C -0.51 -6.68 -2.80  C122 1.545, C124 1.535, H155 1.091, H156 1.088
124 C -0.12 -7.93 -3.60  C123 1.535, C125 1.522, H157 1.093, H158 1.095
125 C 0.63 -7.65 -4.90  C124 1.522, H159 1.091, H160 1.099, H161 1.086
126 H -0.33 -7.75 3.37  C109 1.086
127 H 0.49 -8.03 1.86  C109 1.096
128 H -0.99 -7.08 1.80  C109 1.093
129 H 1.60 -6.16 3.07  C110 1.094
130 H 0.11 -5.29 3.05  C110 1.098
131 H 1.76 -6.24 0.67  C111 1.094
132 H 1.72 -4.60 1.33  C111 1.092
133 H -0.72 -4.39 0.62  C112 1.095
134 H -0.69 -5.98 -0.05  C112 1.091
135 H -0.69 -3.20 -3.16  C114 1.093
136 H -0.82 -2.37 -1.62  C114 1.096
137 H -2.73 -3.60 -0.81  C115 1.096
138 H -2.42 -4.92 -1.82  C115 1.094
139 H -3.14 -3.49 -3.78  C116 1.095
140 H -3.14 -2.09 -2.73  C116 1.095
141 H -5.45 -3.20 -3.30  C117 1.088
142 H -5.17 -3.02 -1.53  C117 1.091
143 H -4.93 -4.56 -2.30  C117 1.093
144 H 2.68 -4.17 -0.98  C118 1.095
145 H 1.79 -2.58 -0.69  C118 1.091
146 H 1.89 -2.35 -3.24  C119 1.099
147 H 2.86 -3.71 -3.35  C119 1.095
148 H 4.64 -2.54 -1.82  C120 1.094
149 H 3.72 -1.09 -1.93  C120 1.095
150 H 5.03 -2.57 -4.15  C121 1.094
151 H 5.31 -0.94 -3.65  C121 1.088
152 H 3.79 -1.39 -4.48  C121 1.092
153 H 1.61 -6.15 -2.42  C122 1.094
154 H 0.82 -5.12 -3.60  C122 1.091
155 H -1.32 -6.16 -3.32  C123 1.091
156 H -0.84 -7.03 -1.82  C123 1.088
157 H -1.03 -8.49 -3.79  C124 1.093
158 H 0.41 -8.60 -2.91  C124 1.095
159 H 1.51 -7.01 -4.77  C125 1.091
160 H -0.05 -7.03 -5.49  C125 1.099
161 H 0.91 -8.48 -5.55  C125 1.086
162 C 5.80 0.24 8.14  C163 1.554, H179 1.100, H180 1.091, H181 1.087
163 C 6.82 1.27 7.57  C162 1.554, C164 1.524, H182 1.088, H183 1.090
164 C 6.49 1.77 6.16  C163 1.524, C165 1.525, H184 1.095, H185 1.094
165 C 5.28 2.70 6.12  C164 1.525, P166 1.835, H186 1.097, H187 1.092
166 P 4.66 3.20 4.47  C165 1.835, C167 1.823, C171 1.818, C175 1.795
167 C 5.90 4.31 3.73  P166 1.823, C168 1.508, H188 1.099, H189 1.091
168 C 5.86 4.40 2.23  C167 1.508, C169 1.526, H190 1.097, H191 1.093
169 C 7.03 5.19 1.65  C168 1.526, C170 1.519, H192 1.090, H193 1.096
170 C 7.10 6.65 2.05  C169 1.519, H194 1.095, H195 1.087, H196 1.093
171 C 3.10 4.08 4.79  P166 1.818, C172 1.534, H197 1.096, H198 1.094
172 C 2.60 5.03 3.69  C171 1.534, C173 1.535, H199 1.095, H200 1.092
173 C 1.19 5.58 3.96  C172 1.535, C174 1.546, H201 1.089, H202 1.091
174 C 0.10 4.48 3.95  C173 1.546, H203 1.084, H204 1.098, H205 1.093
175 C 4.32 1.73 3.50  P166 1.795, C176 1.556, H206 1.092, H207 1.092
176 C 3.15 1.76 2.47  C175 1.556, C177 1.521, H208 1.094, H209 1.093
177 C 2.77 0.35 2.05  C176 1.521, C178 1.516, H210 1.095, H211 1.096
178 C 3.79 -0.33 1.17  C177 1.516, H212 1.092, H213 1.093, H214 1.092
179 H 5.65 -0.62 7.47  C162 1.100
180 H 4.77 0.60 8.22  C162 1.091
181 H 6.24 -0.23 9.01  C162 1.087
182 H 7.75 0.71 7.61  C163 1.088
183 H 6.85 2.05 8.32  C163 1.090
184 H 6.36 0.93 5.48  C164 1.095
185 H 7.36 2.27 5.73  C164 1.094
186 H 5.56 3.67 6.55  C165 1.097
187 H 4.45 2.36 6.74  C165 1.092
188 H 6.81 3.80 4.09  C167 1.099
189 H 5.83 5.28 4.24  C167 1.091
190 H 4.90 4.87 1.99  C168 1.097
191 H 5.83 3.41 1.78  C168 1.093
192 H 7.06 5.08 0.56  C169 1.090
193 H 7.95 4.70 2.00  C169 1.096
194 H 6.23 7.21 1.69  C170 1.095
195 H 7.97 7.18 1.67  C170 1.087
196 H 7.06 6.78 3.14  C170 1.093
197 H 3.28 4.73 5.66  C171 1.096
198 H 2.41 3.31 5.16  C171 1.094
199 H 2.59 4.56 2.70  C172 1.095
200 H 3.36 5.80 3.61  C172 1.092
201 H 0.90 6.31 3.22  C173 1.089
202 H 1.16 6.04 4.95  C173 1.091
203 H -0.87 4.82 4.31  C174 1.084
204 H 0.44 3.67 4.61  C174 1.098
205 H 0.07 3.96 2.99  C174 1.093
206 H 4.10 0.97 4.25  C175 1.092
207 H 5.21 1.52 2.90  C175 1.092
208 H 3.45 2.35 1.59  C176 1.094
209 H 2.28 2.29 2.86  C176 1.093
210 H 1.81 0.37 1.52  C177 1.095
211 H 2.47 -0.22 2.94  C177 1.096
212 H 3.84 0.16 0.20  C178 1.092
213 H 3.54 -1.37 0.94  C178 1.093
214 H 4.80 -0.41 1.57  C178 1.092